DFT (ωB97M-V/def2-TZVPD) results for C19H22FNO5 in the gas phase.

CARTESIAN COORDINATES (ANGSTROEM)
C -0.010 1.937 -2.618
H -1.013 2.209 -2.293
H 0.713 2.289 -1.879
H 0.183 2.388 -3.595
O -0.010 0.527 -2.680
C 1.112 -0.121 -3.068
C 2.227 0.522 -3.604
C 3.315 -0.197 -4.064
C 3.281 -1.577 -4.010
C 2.200 -2.244 -3.472
C 1.119 -1.527 -2.968
C 0.052 -2.335 -2.312
O -0.249 -3.432 -2.720
C -0.552 -1.747 -1.051
C -1.544 -2.699 -0.386
C -2.093 -2.051 0.882
H -2.757 -2.742 1.403
H -2.667 -1.160 0.618
C -0.950 -1.649 1.820
N -0.023 -0.780 1.132
C 0.103 0.559 1.278
O 0.692 1.240 0.447
C -0.455 1.191 2.502
C -0.885 2.466 2.506
O -1.391 3.077 3.624
C -1.567 2.232 4.737
C -0.403 1.246 4.825
O -0.394 0.437 3.676
H -0.509 0.576 5.679
H 0.538 1.807 4.903
H -1.621 2.877 5.616
H -2.505 1.671 4.633
C -0.901 3.378 1.322
H 0.104 3.744 1.120
H -1.245 2.858 0.434
H -1.552 4.220 1.543
C 0.554 -1.396 -0.042
H 1.269 -0.693 -0.470
H 1.078 -2.309 0.262
H -1.340 -1.155 2.705
H -0.404 -2.545 2.138
H -2.354 -2.933 -1.078
H -1.038 -3.635 -0.141
H -1.063 -0.821 -1.328
H 2.187 -3.321 -3.422
F 4.332 -2.284 -4.477
H 4.178 0.306 -4.470
H 2.259 1.597 -3.659

Its total charge is 0. Its structure (SMILES) is COc1ccc(F)cc1C(=O)[C@H]1CCCN(C(=O)C2=C(C)OCCO2)C1. For the orbital gap, the calculation gives 8.97 eV. The largest force on an atom comes out at 0.68 eV/A.